# 1
The following is a DFT calculation (the ωB97M-V functional and the def2-TZVPD basis) of 2 unconnected molecules or ions with the total composition C4H3ClSi.

```
9
Properties=species:S:1:pos:R:3:forces:R:3:lowdin_charge:R:1
C -1.416 1.120 -2.027 -0.2 -0.2 -0.4 0.043
C 2.347 0.079 1.370 0.2 0.0 -0.4 0.052
C -0.665 0.274 -1.624 1.0 -0.4 1.3 -0.282
C 1.585 -0.376 0.567 -1.7 -0.3 -1.1 -0.254
Si 0.318 -0.952 -0.657 -1.8 -1.0 0.6 0.088
Cl 1.162 -2.283 -1.891 0.6 -0.3 -0.5 0.278
H -2.135 1.733 -2.507 -0.1 0.3 0.0 0.028
H 3.133 0.505 1.913 0.5 0.3 0.7 0.022
H -1.564 -2.633 -0.132 1.6 1.6 -0.1 0.024
```
Positions in Å, forces in eV/Å.

Values from the calculation:
Kohn-Sham gap (spin up / spin down), eV: 8.37 / 7.52
E_HOMO (spin up / spin down), eV: -9.474 / -8.401
LUMO energy (spin up / spin down), eV: -1.1011 / -0.8827

***

# 2
The following is a DFT calculation (the ωB97M-V functional and the def2-TZVPD basis) of 2 unconnected molecules or ions with the total composition C4H3ClSi.

```
9
Properties=species:S:1:pos:R:3:forces:R:3:lowdin_charge:R:1
C -1.893 1.221 -1.323 -3.8 2.7 -3.5 -0.014
C 2.692 -0.399 0.059 -0.3 0.6 0.3 0.056
C -1.381 0.304 -0.807 4.0 -4.4 3.8 -0.271
C 1.495 -0.342 0.215 -0.1 -0.9 -0.4 -0.277
Si -0.274 -0.662 0.435 -0.8 5.3 0.0 0.014
Cl -0.816 -2.441 0.903 -0.6 -2.3 0.3 0.401
H -2.669 1.594 -2.011 1.1 0.4 0.8 0.053
H 3.746 -0.259 0.002 0.1 -0.2 -0.1 0.031
H -0.901 0.985 2.527 0.5 -1.2 -1.3 0.005
```
Positions in Å, forces in eV/Å.

Values from the calculation:
Kohn-Sham gap (spin up / spin down), eV: 8.56 / 7.23
E_HOMO (spin up / spin down), eV: -9.347 / -7.822
LUMO energy (spin up / spin down), eV: -0.7916 / -0.5892

***

# 3
The following is a DFT calculation (the ωB97M-V functional and the def2-TZVPD basis) of a molecular structure, C4H3EuLiO2.

```
11
Properties=species:S:1:pos:R:3:forces:R:3:lowdin_charge:R:1
Eu 3.907 0.598 -0.901 -0.9 -0.2 0.1 1.165
O 1.509 -0.030 -0.862 1.3 0.1 -0.9 -0.638
C 0.403 0.432 -0.235 0.9 0.5 1.9 -0.398
H 0.771 -0.488 1.738 0.0 0.3 -0.2 0.113
H 0.003 1.366 -0.656 -0.4 -0.5 0.2 0.126
C -1.329 -0.178 1.208 -1.0 2.1 -0.1 -0.061
C 0.085 0.060 1.082 0.1 -0.9 -1.9 -0.086
C -1.813 -0.254 -0.068 -0.4 -2.3 -0.3 -0.192
O -2.256 -0.824 -1.007 0.5 1.3 0.9 0.126
Li 0.687 -0.862 -2.316 0.0 0.1 0.5 0.728
H -1.967 0.180 2.017 0.1 -0.5 0.0 0.116
```
Positions in Å, forces in eV/Å.

Values from the calculation:
Net charge: +1
Kohn-Sham gap (spin up / spin down), eV: 5.46 / 6.93
E_HOMO (spin up / spin down), eV: -9.332 / -11.028
Multiplicity: 9
<S²>: 20.008
LUMO energy (spin up / spin down), eV: -3.8758 / -4.1013

***

# 4
The following is a DFT calculation (the ωB97M-V functional and the def2-TZVPD basis) of 2 unconnected molecules or ions with the total composition C4H3F3N2O.

```
13
Properties=species:S:1:pos:R:3:forces:R:3:lowdin_charge:R:1
C 1.083 -0.378 -1.778 -0.7 0.6 1.7 -0.097
C 0.851 -0.326 -0.379 -1.1 -0.1 -0.4 -0.315
C -0.324 0.354 -0.395 -2.3 0.1 5.7 -0.047
C -1.861 0.759 1.314 3.7 -1.5 -2.5 -0.425
N 0.169 0.225 -2.455 0.0 -0.1 -2.1 0.070
N 1.569 -1.009 0.595 2.0 0.7 -1.9 0.095
O -0.773 0.644 -1.561 -0.5 0.7 -0.9 -0.017
F -2.595 1.722 0.817 0.4 0.1 1.1 0.177
F -2.569 -0.314 1.533 -0.4 -0.1 -0.2 0.169
F -1.123 0.965 2.431 -1.1 0.9 -1.3 0.120
H 1.904 -0.850 -2.179 1.6 -0.8 -1.4 0.101
H 2.552 -0.674 0.609 -1.2 -0.6 0.6 0.114
H 1.116 -1.119 1.449 -0.5 0.0 1.6 0.057
```
Positions in Å, forces in eV/Å.

Values from the calculation:
Kohn-Sham gap, eV: 8.73
E_HOMO, eV: -8.889
LUMO energy, eV: -0.1546

***

# 5
The following is a DFT calculation (the ωB97M-V functional and the def2-TZVPD basis) of C4H3F3O in the gas phase.

```
11
Properties=species:S:1:pos:R:3:forces:R:3:lowdin_charge:R:1
C -1.179 -0.884 -0.261 -2.4 -0.1 -0.3 0.082
C 1.239 -0.553 -0.888 -1.4 -2.3 -1.4 -0.266
C -0.038 -0.221 -0.190 0.6 1.7 2.6 -0.113
C 0.071 1.075 0.918 -2.4 -2.1 -3.9 -0.545
O 2.175 0.163 -0.924 1.4 1.0 0.3 0.088
F 0.741 0.821 1.989 0.6 -0.2 1.0 0.203
F -1.252 1.343 1.255 1.6 0.3 0.0 0.072
F 0.598 2.121 0.277 -0.4 0.0 0.6 0.148
H -2.135 -0.613 0.262 1.5 0.3 0.0 0.095
H -1.498 -1.683 -0.950 1.3 0.1 0.1 0.083
H 1.279 -1.570 -1.488 -0.4 1.4 1.0 0.152
```
Positions in Å, forces in eV/Å.

Values from the calculation:
Structure (SMILES): C=C(C=O)C(F)(F)F
Kohn-Sham gap, eV: 10.21
E_HOMO, eV: -10.359
LUMO energy, eV: -0.1478

***

# 6
The following is a DFT calculation (the ωB97M-V functional and the def2-TZVPD basis) of 2 unconnected molecules or ions with the total composition C4H3F3O2S.

```
13
Properties=species:S:1:pos:R:3:forces:R:3:lowdin_charge:R:1
C 1.011 -1.150 -0.738 0.4 -0.7 -1.3 0.060
C 0.175 -0.323 -0.360 0.2 -1.9 2.8 -0.202
C -0.650 -0.030 0.831 0.1 -0.2 -3.4 0.023
C -2.183 -2.962 -2.102 -1.1 -1.1 -0.1 -0.573
O -2.670 -2.403 0.538 0.0 -0.8 -0.1 -0.352
O -1.563 -4.669 -0.002 -0.4 -0.2 0.2 -0.328
F -3.558 -3.066 -2.281 2.5 0.1 0.3 0.095
F -1.774 -1.758 -2.457 -0.3 -0.8 0.0 0.144
F -1.550 -3.944 -2.801 -0.9 1.5 0.7 0.110
S -1.727 -3.253 -0.164 0.1 1.1 -1.1 0.890
H 1.674 -1.960 -1.178 -1.2 1.9 0.7 0.073
H -1.667 -0.478 0.772 0.9 0.7 0.6 0.029
H -0.386 0.882 1.313 -0.3 0.4 0.7 0.031
```
Positions in Å, forces in eV/Å.

Values from the calculation:
Kohn-Sham gap (spin up / spin down), eV: 9.50 / 5.76
E_HOMO (spin up / spin down), eV: -10.028 / -8.547
LUMO energy (spin up / spin down), eV: -0.5288 / -2.7874

***

# 7
The following is a DFT calculation (the ωB97M-V functional and the def2-TZVPD basis) of a molecular structure, C4H3F7O2P.

```
17
Properties=species:S:1:pos:R:3:forces:R:3:lowdin_charge:R:1
C -1.121 2.248 0.479 -2.0 0.9 1.3 -0.176
C 0.269 -1.208 -1.101 -3.3 1.0 2.4 -0.281
C 1.632 -1.502 -0.453 -0.1 -2.2 1.0 -0.590
C -0.885 -0.469 0.249 1.6 -1.7 -4.1 -0.412
O 1.179 1.088 -0.107 0.4 -0.1 0.0 -0.331
O 0.221 0.902 2.349 0.2 -0.5 0.7 -0.344
F 0.255 -0.465 -2.234 0.4 -0.8 0.9 0.104
F -0.341 -2.419 -1.373 0.5 0.8 -0.3 0.060
F 1.606 -1.368 0.898 0.1 1.2 -0.6 0.120
F 1.875 -2.833 -0.514 -0.3 -1.4 -0.8 0.103
F 2.675 -1.008 -1.032 0.9 1.8 -0.3 0.198
F -2.047 -0.299 -0.477 0.6 0.5 0.3 0.028
F -1.156 -1.430 1.082 -0.1 -1.3 1.1 0.106
P 0.075 0.959 0.885 -0.7 2.0 -0.5 0.313
H -1.178 2.951 1.318 0.4 0.0 0.2 0.033
H -0.846 2.840 -0.353 0.4 0.4 -1.1 0.016
H -2.213 2.014 0.384 1.0 -0.5 -0.2 0.053
```
Positions in Å, forces in eV/Å.

Values from the calculation:
Net charge: -1
Kohn-Sham gap, eV: 9.58
E_HOMO, eV: -5.673
LUMO energy, eV: 3.9053

***

# 8
The following is a DFT calculation (the ωB97M-V functional and the def2-TZVPD basis) of 2 unconnected molecules or ions with the total composition C4H3FN2.

```
10
Properties=species:S:1:pos:R:3:forces:R:3:lowdin_charge:R:1
C 0.006 -2.544 -0.018 -0.1 -0.3 -0.1 -0.170
C 1.486 -1.389 1.487 0.2 -0.1 0.2 -0.158
C -0.090 -0.047 0.091 -0.1 0.4 -0.1 -0.012
C 0.395 -1.343 0.603 -2.3 -0.1 1.9 -0.209
N -0.308 -3.511 -0.551 -0.1 -0.3 -0.2 0.242
N 2.399 -1.394 2.181 0.3 0.0 0.2 0.245
F -1.121 -1.729 2.176 1.8 0.6 -1.8 -0.272
H 0.260 0.081 -0.938 0.1 0.0 0.0 0.116
H -1.181 -0.045 0.055 0.1 -0.1 0.1 0.113
H 0.265 0.778 0.704 0.0 -0.1 0.0 0.105
```
Positions in Å, forces in eV/Å.

Values from the calculation:
Kohn-Sham gap (spin up / spin down), eV: 9.22 / 7.80
E_HOMO (spin up / spin down), eV: -12.565 / -11.154
LUMO energy (spin up / spin down), eV: -3.3479 / -3.3560

***

# 9
The following is a DFT calculation (the ωB97M-V functional and the def2-TZVPD basis) of C4H3FO in the gas phase.

```
9
Properties=species:S:1:pos:R:3:forces:R:3:lowdin_charge:R:1
C -0.252 0.869 -0.946 3.8 -0.2 6.8 0.159
C 0.575 0.741 0.537 -3.4 1.0 -7.1 -0.101
C -0.556 -0.518 -0.728 0.1 0.0 0.1 -0.505
C 0.089 -0.649 0.698 0.2 -0.5 0.5 -0.073
O -1.049 -1.379 -1.406 -0.1 -0.1 0.1 0.075
F 1.456 1.475 1.148 -0.5 -0.6 0.0 0.140
H -0.451 1.686 -1.599 0.0 0.2 -0.4 0.067
H 0.840 -1.434 0.812 0.1 0.0 -0.1 0.119
H -0.653 -0.790 1.484 -0.1 0.1 0.0 0.119
```
Positions in Å, forces in eV/Å.

Values from the calculation:
Structure (SMILES): O=C1C=C(F)C1
Kohn-Sham gap (spin up / spin down), eV: 8.93 / 8.93
E_HOMO (spin up / spin down), eV: -9.283 / -9.283
LUMO energy (spin up / spin down), eV: -0.3580 / -0.3574

***

# 10
The following is a DFT calculation (the ωB97M-V functional and the def2-TZVPD basis) of C4H3FS2 in the gas phase.

```
10
Properties=species:S:1:pos:R:3:forces:R:3:lowdin_charge:R:1
C -0.020 -0.807 -0.175 -1.9 -0.4 2.5 -0.319
C 0.941 -0.309 -1.078 0.4 0.8 -0.5 -0.640
C -0.563 -0.072 0.867 0.9 -3.8 -1.5 -0.123
C -0.546 1.296 0.978 0.5 2.7 -0.1 -0.701
H 1.178 0.746 -0.862 0.0 -0.5 -0.3 0.062
H -0.983 -0.714 1.614 -0.8 0.1 0.4 0.118
H 0.073 1.824 0.233 -0.4 0.0 0.4 0.059
F -0.412 -2.122 -0.184 1.0 1.4 -0.4 0.043
S 1.674 -1.119 -2.243 0.3 -0.3 -0.4 0.781
S -1.388 2.156 2.063 0.1 0.0 0.0 0.720
```
Positions in Å, forces in eV/Å.

Values from the calculation:
Structure (SMILES): F/C(C=S)=C/C=S
Kohn-Sham gap, eV: 6.83
E_HOMO, eV: -9.233
LUMO energy, eV: -2.4081

***

# 11
The following is a DFT calculation (the ωB97M-V functional and the def2-TZVPD basis) of a molecular structure, C4H3HgO2.

```
10
Properties=species:S:1:pos:R:3:forces:R:3:lowdin_charge:R:1
O -1.713 1.032 0.167 0.1 3.6 0.9 -0.398
C -0.863 0.600 -0.753 1.5 2.3 -1.0 -0.554
C 0.528 1.108 -0.664 -0.3 -1.1 -0.9 -0.306
C 0.966 -0.261 -0.138 -0.5 0.8 1.6 -0.129
C 0.595 -1.184 0.781 0.6 0.0 -2.0 -0.426
H 0.689 1.916 0.074 -0.2 -0.2 -0.3 0.093
H 0.975 1.333 -1.644 0.1 0.0 0.4 0.073
H 1.401 -1.760 1.273 -0.4 0.0 0.1 0.058
Hg -1.963 -0.969 -0.039 -4.6 -2.2 -2.9 1.108
O -0.614 -1.815 0.943 3.8 -3.3 4.2 -0.520
```
Positions in Å, forces in eV/Å.

Values from the calculation:
Net charge: -1
Kohn-Sham gap (spin up / spin down), eV: 4.38 / 4.10
E_HOMO (spin up / spin down), eV: -1.838 / -1.515
LUMO energy (spin up / spin down), eV: 2.5414 / 2.5879

***

# 12
The following is a DFT calculation (the ωB97M-V functional and the def2-TZVPD basis) of a molecular structure, C4H3I.

```
8
Properties=species:S:1:pos:R:3:forces:R:3:lowdin_charge:R:1
C -1.159 -0.404 0.282 -3.1 1.9 -7.6 0.033
C 0.649 0.583 -0.061 6.5 -0.4 6.3 -0.687
C -0.317 0.438 -0.887 -8.1 -2.5 -4.1 -0.102
C -0.005 -0.194 0.934 6.4 -0.5 4.9 -0.254
I 2.871 0.544 -0.005 -1.7 0.4 -0.4 0.679
H -2.190 -0.760 -0.076 1.8 0.2 1.9 0.126
H -0.494 0.481 -1.950 0.1 0.3 0.0 0.088
H 0.644 -0.688 1.762 -1.9 0.7 -1.1 0.117
```
Positions in Å, forces in eV/Å.

Values from the calculation:
Kohn-Sham gap (spin up / spin down), eV: 6.80 / 8.23
E_HOMO (spin up / spin down), eV: -6.779 / -9.685
Multiplicity: 3
<S²>: 2.008
LUMO energy (spin up / spin down), eV: 0.0249 / -1.4513

***

Max |F| across the listed records, respectively: 2.3, 7.0, 2.4, 6.2, 5.0, 3.4, 4.8, 3.0, 8.0, 4.2, 6.5, 9.4 eV/A.